ORCA calculation (wB97M-V/def2-TZVPD) on a molecular structure, C58H47AgBF4NO2P2S2.

As for the molar mass: 1110.8 g/mol. The charge is 0.

```
118
Properties=species:S:1:pos:R:3:forces:R:3
Ag 0.82710 0.71555 1.23000 0.385 0.131 0.008
N 3.43137 -1.51458 0.96370 0.007 0.263 0.133
P 3.19132 0.12610 0.53102 -0.388 -0.266 -0.199
C 4.77374 0.84434 1.02195 -0.014 -0.024 0.091
C 4.87158 1.40535 2.29357 -0.032 0.002 0.063
C 6.09121 1.87651 2.75070 0.033 -0.025 -0.028
C 7.21156 1.80493 1.93333 -0.032 -0.001 0.035
C 7.11293 1.26776 0.65758 -0.024 -0.016 -0.031
C 5.89552 0.78430 0.19923 0.067 0.001 0.035
C 3.22255 0.08177 -1.29182 0.129 0.024 0.020
C 3.50952 -1.08309 -1.99708 0.010 0.030 -0.028
C 3.46106 -1.08485 -3.38578 0.024 0.020 0.035
C 3.12364 0.07332 -4.07208 0.043 -0.034 -0.007
C 2.82893 1.23515 -3.36892 -0.017 0.040 0.037
C 2.87275 1.24271 -1.98210 -0.045 0.009 -0.035
P 2.02971 -2.44873 1.23050 -0.144 0.030 -0.022
C 2.60122 -4.12109 0.80765 0.089 -0.095 -0.003
C 3.43594 -4.88263 1.62254 -0.009 -0.016 0.008
C 3.85122 -6.14206 1.21732 0.006 0.012 -0.016
C 3.43323 -6.65093 -0.00672 0.014 -0.027 0.018
C 2.59623 -5.90235 -0.82100 0.000 0.024 0.009
C 2.17924 -4.64189 -0.41319 -0.004 -0.012 -0.053
C 1.89450 -2.49237 3.04731 0.120 0.004 0.156
C 2.59580 -1.61715 3.87243 0.006 -0.048 0.015
C 2.35243 -1.55143 5.23800 -0.030 -0.014 0.003
C 1.38634 -2.37318 5.79771 0.028 0.025 0.020
C 0.67438 -3.25594 4.99878 -0.022 -0.038 -0.041
C 0.92612 -3.30823 3.63652 -0.028 -0.024 -0.066
H 4.31028 -1.72856 1.41482 0.103 -0.115 -0.063
H 3.98024 1.52720 2.90025 0.055 -0.066 -0.024
H 6.16084 2.32571 3.73271 -0.005 -0.003 -0.011
H 8.16238 2.18281 2.28733 -0.006 0.008 -0.008
H 7.98262 1.22997 0.01405 -0.005 -0.005 0.010
H 5.82240 0.37039 -0.79882 -0.033 -0.009 -0.004
H 3.76148 -1.98930 -1.45902 -0.007 0.020 -0.008
H 3.68108 -1.99633 -3.92810 0.005 0.011 -0.007
H 3.08873 0.07000 -5.15458 -0.009 0.006 0.003
H 2.56299 2.14135 -3.89989 0.008 -0.022 -0.001
H 2.62170 2.14562 -1.43339 0.026 -0.007 0.019
H 3.75138 -4.49575 2.58570 -0.009 0.012 -0.011
H 4.50035 -6.72836 1.85623 -0.018 0.007 -0.015
H 3.75649 -7.63627 -0.31974 -0.008 0.022 0.001
H 2.26074 -6.29972 -1.77104 0.009 -0.004 0.012
H 1.51181 -4.06118 -1.04410 0.018 0.015 0.031
H 3.35047 -0.97280 3.43968 -0.001 0.050 -0.011
H 2.90965 -0.85674 5.85228 -0.017 -0.018 0.005
H 1.17924 -2.33072 6.85934 0.010 0.007 -0.013
H -0.08364 -3.90389 5.42766 0.021 0.021 0.015
H -0.41329 -4.63989 3.30172 -0.028 -0.025 0.009
C -3.81425 7.93799 0.22876 -0.011 0.021 -0.008
C -3.19319 6.58984 0.47340 -0.034 0.007 0.000
C -3.97658 5.49574 0.83649 0.007 0.028 -0.005
C -3.40448 4.25590 1.06255 0.035 0.039 0.025
C -2.02999 4.11530 0.92370 -0.157 -0.029 -0.031
C -1.22149 5.18385 0.57856 -0.061 0.034 0.061
C -1.81838 6.41700 0.35436 0.083 0.008 -0.008
S -1.37597 2.46880 1.20666 -0.167 0.076 0.091
O -2.28387 1.83579 2.19431 0.023 -0.018 -0.097
C -1.70925 1.87125 -0.47046 0.047 -0.062 -0.075
C -0.89446 2.48527 -1.45929 -0.043 -0.061 0.024
C -0.98571 2.08151 -2.75366 0.013 0.019 -0.037
C -1.87199 1.03784 -3.12854 0.027 0.074 -0.035
C -1.94839 0.58626 -4.46747 -0.001 0.011 0.012
C -2.76039 -0.45807 -4.80622 -0.002 0.008 0.002
C -3.53468 -1.09735 -3.81535 -0.006 0.002 -0.002
C -3.48816 -0.67476 -2.51690 0.028 0.034 -0.019
C -2.65689 0.40913 -2.13766 -0.077 -0.008 0.033
C -2.56451 0.84558 -0.77453 0.070 0.144 -0.014
C -3.36606 0.14591 0.26773 -0.030 0.080 -0.085
C -4.75881 0.42034 0.39267 -0.005 0.052 -0.036
C -5.41611 1.36103 -0.44522 0.017 -0.021 0.020
C -6.74553 1.62528 -0.28796 -0.030 0.004 0.009
C -7.49556 0.96636 0.71249 0.010 0.013 -0.019
C -6.88970 0.06235 1.53409 0.013 -0.019 0.007
C -5.50893 -0.22993 1.39922 -0.012 -0.037 0.057
C -4.86000 -1.14597 2.26258 0.027 0.010 -0.028
C -3.52885 -1.39940 2.12439 0.007 0.006 -0.002
C -2.77840 -0.75216 1.11613 -0.049 -0.102 0.127
S -1.03287 -1.10869 1.09572 0.080 -0.079 0.077
O 0.24912 -4.15357 2.80162 0.027 0.053 0.017
C -0.84636 -1.82308 -0.52422 0.037 0.008 -0.050
C -1.44100 -3.04848 -0.79866 -0.008 0.015 0.013
C -1.29651 -3.61570 -2.05398 0.021 0.010 -0.007
C -0.55042 -2.98181 -3.04802 -0.037 -0.046 0.021
C -0.44689 -3.57640 -4.42493 0.011 -0.003 -0.011
C 0.06137 -1.77099 -2.74597 0.016 0.024 -0.029
C -0.08775 -1.19023 -1.49558 0.003 -0.057 -0.001
H -4.90028 7.89340 0.30341 0.008 -0.006 0.002
H -3.55803 8.31090 -0.76423 0.002 -0.002 0.005
H -3.45676 8.67130 0.95376 0.006 -0.011 0.003
H -5.04777 5.62114 0.94810 0.015 -0.017 -0.009
H -4.00613 3.40690 1.36617 0.028 0.009 -0.016
H -0.14935 5.07040 0.51417 0.095 -0.022 0.017
H -1.19271 7.26442 0.09664 -0.018 -0.015 -0.002
H -0.19373 3.25918 -1.16499 -0.043 -0.044 -0.025
H -0.36981 2.54676 -3.51607 -0.023 -0.026 0.026
H -1.34123 1.08247 -5.21644 -0.012 -0.014 0.008
H -2.81141 -0.79921 -5.83267 -0.002 0.004 0.004
H -4.17065 -1.93113 -4.08587 0.007 0.004 -0.003
H -4.07967 -1.17575 -1.76170 -0.001 -0.003 -0.002
H -4.84956 1.87679 -1.20991 0.014 -0.005 0.007
H -7.23077 2.34739 -0.93261 0.005 -0.009 0.010
H -8.54967 1.18670 0.82549 0.019 -0.006 0.000
H -7.45185 -0.44450 2.31011 0.004 0.015 -0.017
H -5.43372 -1.63871 3.03874 -0.004 0.017 -0.017
H -3.02237 -2.08916 2.78790 -0.007 0.012 -0.010
H -2.01306 -3.55443 -0.02992 0.010 0.011 -0.009
H -1.76740 -4.57004 -2.26368 0.006 0.015 -0.009
H -0.39169 -4.66501 -4.38525 -0.014 0.007 -0.004
H 0.43325 -3.20682 -4.95144 0.000 0.005 0.013
H -1.32360 -3.30919 -5.02160 0.013 -0.007 0.015
H 0.65495 -1.26080 -3.49845 -0.073 -0.038 0.068
H 0.38277 -0.23518 -1.28676 -0.035 -0.009 -0.024
F 1.71769 2.74778 2.52165 0.064 -0.010 -0.140
B 2.19540 3.70536 1.57110 -0.156 0.302 -0.115
F 3.57965 3.63674 1.47940 -0.214 0.056 -0.063
F 1.76491 4.98199 1.92951 0.020 -0.288 -0.089
F 1.61548 3.35776 0.29036 0.128 -0.044 0.290
```
Forces are in eV/Å.


ORCA calculation (wB97M-V/def2-TZVPD) on a molecular structure, C58H49BaIO3P2S2Si.

As for the molar mass: 1212.4 g/mol. The charge is -2.

```
117
Properties=species:S:1:pos:R:3:forces:R:3
Ba -0.77331 -1.64535 -2.27295 -1.299 0.281 -1.128
O -1.34412 -1.99266 0.15258 -0.437 0.219 0.971
S -1.27039 -0.54071 0.60991 0.574 -0.402 0.417
C -2.93908 -0.02691 0.99645 0.039 0.141 0.232
C -3.91966 -0.96623 0.81012 0.047 0.130 -0.023
C -5.28708 -0.67445 1.01830 -0.008 -0.103 -0.052
C -5.62998 0.57421 1.43118 0.076 0.064 0.011
C -6.97069 1.19815 1.72897 -0.132 -0.101 -0.005
C -6.65632 2.66441 2.11963 -0.015 0.106 0.011
C -5.15282 2.77703 2.02812 -0.046 0.000 0.022
C -4.31374 3.83138 2.24784 -0.146 0.047 0.027
C -2.93894 3.65252 2.00986 0.192 -0.155 -0.035
C -2.38560 2.46146 1.57908 -0.329 -0.250 -0.103
P -0.62154 2.34796 1.12762 0.341 -0.212 -0.286
C 0.21644 3.34388 2.40105 -0.048 0.258 0.077
C 0.09174 2.95497 3.73779 0.065 0.035 -0.065
C 0.81190 3.59604 4.73055 -0.042 -0.061 0.101
C 1.67871 4.63154 4.40834 0.064 0.067 0.067
C 1.81320 5.02195 3.08589 0.046 0.049 -0.005
C 1.08742 4.38765 2.08774 -0.077 -0.121 0.076
C -0.41449 3.30969 -0.41473 -0.176 -0.010 -0.119
C 0.77604 3.10124 -1.11832 -0.021 -0.172 0.216
C 0.98085 3.67011 -2.36367 0.018 0.019 -0.022
C -0.00707 4.46531 -2.92402 0.026 0.016 -0.070
C -1.19221 4.67741 -2.24060 -0.082 0.060 -0.020
C -1.40367 4.09646 -1.00020 0.029 -0.037 0.140
C -3.24949 1.31870 1.39565 0.028 0.214 -0.080
C -4.62100 1.54350 1.61955 0.314 -0.058 -0.065
C -0.55585 -0.74811 2.28293 -0.308 0.250 0.039
C -1.44318 -0.83119 3.32988 0.035 0.033 -0.140
C -1.07055 -1.10793 4.66304 0.085 0.023 -0.022
C 0.24714 -1.31540 4.92097 -0.135 0.023 -0.069
C 0.95625 -1.67760 6.19999 -0.064 -0.022 0.107
C 2.45353 -1.72860 5.81748 0.077 -0.008 0.084
C 2.47462 -1.50967 4.32659 0.074 0.007 -0.067
C 3.51412 -1.53779 3.44422 -0.060 0.001 0.016
C 3.22884 -1.25251 2.10027 -0.208 0.100 -0.096
C 1.96956 -0.93774 1.61611 0.216 0.034 0.218
P 1.85630 -0.52488 -0.16526 -0.498 -0.605 -0.531
C 2.72729 -2.02690 -0.81611 -0.034 0.299 0.283
C 2.04309 -3.23720 -0.70392 -0.031 0.066 0.046
C 2.65309 -4.43196 -1.03836 0.039 -0.067 -0.167
C 3.95131 -4.42911 -1.53052 -0.016 -0.067 -0.018
C 4.62242 -3.22825 -1.68845 0.058 0.038 -0.048
C 4.01819 -2.03211 -1.32648 0.036 0.075 -0.109
C 3.03339 0.83694 -0.37258 0.240 -0.084 0.360
C 3.36564 1.20228 -1.67542 0.108 -0.052 -0.131
C 4.14261 2.32908 -1.90100 -0.016 -0.112 -0.088
C 4.56596 3.11338 -0.83850 0.062 0.101 -0.054
C 4.21211 2.77147 0.45826 -0.029 -0.019 0.085
C 3.45236 1.63546 0.69567 0.031 -0.084 -0.115
C 0.85343 -0.94959 2.51214 0.038 -0.039 0.087
C 1.17427 -1.23808 3.85785 0.078 -0.020 0.106
H -3.64245 -1.95387 0.46128 0.103 0.027 -0.002
H -6.01881 -1.44624 0.81694 -0.041 0.024 0.008
H -7.62205 1.14688 0.85504 0.009 -0.008 0.002
H -7.47875 0.66727 2.53718 -0.004 0.002 -0.015
H -7.13177 3.36946 1.43448 -0.001 -0.006 0.017
H -7.01406 2.90446 3.12350 0.008 -0.002 -0.007
H -4.68581 4.79908 2.56410 0.006 0.002 0.003
H -2.27748 4.50012 2.14931 0.030 0.003 -0.006
H -0.56785 2.13714 4.00012 -0.062 -0.089 -0.010
H 0.70092 3.27624 5.76090 0.013 0.025 -0.016
H 2.24762 5.12831 5.18557 -0.005 -0.009 -0.012
H 2.48854 5.82659 2.81979 0.001 0.001 0.020
H 1.20530 4.69718 1.05959 -0.003 0.005 -0.098
H 1.53827 2.44476 -0.70772 -0.312 0.297 -0.090
H 1.88570 3.44176 -2.91300 -0.042 -0.004 -0.014
H 0.13252 4.87991 -3.91511 -0.007 -0.012 0.016
H -1.98716 5.25343 -2.69869 0.007 -0.010 0.009
H -2.36615 4.21420 -0.52434 -0.054 -0.006 0.067
H -2.49620 -0.69409 3.13411 -0.021 0.015 -0.051
H -1.83738 -1.16019 5.42622 0.031 -0.016 0.037
H 0.75560 -0.95047 6.98936 0.010 -0.007 -0.012
H 0.60491 -2.64595 6.56417 0.010 0.012 0.005
H 3.01901 -0.94303 6.32513 -0.002 -0.014 -0.014
H 2.91550 -2.67885 6.09185 -0.005 0.007 -0.008
H 4.53106 -1.76092 3.74342 -0.008 -0.005 0.050
H 4.04668 -1.26021 1.39085 0.043 -0.004 -0.027
H 1.02534 -3.25646 -0.33223 -0.091 0.041 0.165
H 2.10086 -5.35939 -0.95010 0.012 0.002 0.011
H 4.42581 -5.35850 -1.82109 -0.006 0.003 -0.001
H 5.61666 -3.21109 -2.11716 -0.007 -0.011 -0.008
H 4.55045 -1.09990 -1.46966 0.005 -0.012 0.028
H 2.97839 0.65831 -2.53722 0.019 0.021 0.056
H 4.36268 2.56696 -2.93602 0.068 0.052 0.020
H 5.15754 4.00427 -1.01804 -0.012 -0.009 -0.017
H 4.51428 3.39346 1.29264 0.007 0.013 0.006
H 3.16090 1.39131 1.70742 -0.009 -0.012 0.083
O 0.81913 -2.55496 -3.89816 0.405 -0.575 -0.777
C 1.54355 -1.51316 -3.98063 0.523 -0.125 0.225
O 1.27350 -0.49965 -3.28861 0.299 0.543 -0.038
C 2.81354 -1.58671 -4.78531 -0.142 -0.116 0.071
C 3.28751 -2.88826 -4.97875 0.054 -0.087 -0.066
C 4.49211 -3.16205 -5.59634 -0.015 0.018 0.004
C 5.24894 -2.08002 -6.05527 -0.001 -0.088 0.015
C 4.78760 -0.79702 -5.89110 0.038 0.087 -0.023
C 3.55650 -0.47596 -5.25698 0.219 -0.029 -0.017
S 3.12896 1.19431 -5.17223 -0.123 0.282 -0.045
H 2.66388 -3.69086 -4.60768 0.006 -0.024 0.001
H 4.83393 -4.18349 -5.71930 0.000 0.004 -0.003
H 6.20320 -2.24163 -6.54894 -0.006 -0.028 0.005
H 5.36688 0.04244 -6.25721 0.007 -0.022 -0.001
I -3.07598 1.04189 -2.58769 0.077 -0.061 0.202
C -5.44947 -2.80462 -2.51293 0.034 -0.008 -0.065
Si -3.79328 -3.66958 -3.03076 0.189 -0.001 0.224
C -4.00143 -5.29121 -1.96899 -0.015 0.019 -0.071
C -4.36994 -4.37570 -4.74278 0.002 0.052 0.124
H -6.26706 -3.53805 -2.53747 -0.084 0.020 -0.005
H -5.69197 -1.98464 -3.19416 0.002 0.008 -0.036
H -5.41601 -2.36207 -1.51269 0.068 -0.048 0.045
H -5.01187 -5.70677 -2.08883 -0.026 -0.052 0.002
H -3.83957 -5.10758 -0.90217 -0.004 0.060 0.035
H -3.28156 -6.05936 -2.26835 0.021 -0.022 -0.033
H -5.31556 -4.92367 -4.63379 -0.035 -0.027 -0.019
H -3.62842 -5.05550 -5.16996 0.037 -0.030 0.003
H -4.52679 -3.57131 -5.46610 0.001 0.035 -0.017
```
Forces are in eV/Å.


For each record above, in turn, the calculated relative energy (zero: lowest compared OMol25 entry of this formula, charge and spin) values are 0.066; 0.000 eV.
For each record above, in turn, the calculated maximum force values are 0.511; 1.743 eV Å⁻¹.